{
  "formula": "C24H55FN3O11",
  "method": "the ωB97M-V functional and the def2-TZVPD basis",
  "symbols": ["C", "C", "O", "C", "C", "O", "C", "C", "O", "C", "C", "N", "C", "C", "N", "C", "O", "N", "C", "O", "F", "H", "H", "H", "H", "H", "H", "H", "H", "H", "H", "H", "H", "H", "H", "H", "H", "H", "H", "H", "C", "C", "O", "H", "H", "H", "H", "H", "H", "C", "C", "O", "H", "H", "H", "H", "H", "H", "C", "C", "O", "H", "H", "H", "H", "H", "H", "C", "C", "O", "H", "H", "H", "H", "H", "H", "C", "C", "O", "H", "H", "H", "H", "H", "H", "C", "C", "O", "H", "H", "H", "H", "H", "H"],
  "coordinates": [[1.63649, -1.90529, 0.74230], [2.77227, -0.98152, 1.42114], [3.20834, 0.13764, 0.61667], [3.93547, -0.28039, -0.56332], [3.35764, 0.59955, -1.82613], [2.48553, 1.60485, -1.26416], [1.49460, 2.06653, -2.21327], [0.30772, 0.98550, -2.32019], [-0.97233, 1.42262, -1.78559], [-1.25887, 0.82990, -0.50914], [-2.28129, -0.40504, -0.55455], [-3.30990, -0.61095, 0.44569], [-4.05068, -1.84610, 0.14136], [-3.48241, -2.47389, -1.17942], [-2.42228, -1.51039, -1.46547], [-1.52912, -1.71300, -2.66199], [-1.86500, -1.37702, -3.82271], [-0.19224, -2.29606, -2.32470], [0.54856, -2.67674, -3.53686], [0.98182, -3.88439, -3.60065], [0.88280, -1.82894, -4.61637], [2.10937, -2.94823, 0.55667], [0.67508, -2.00638, 1.38369], [1.32695, -1.46116, -0.27138], [3.65497, -1.62233, 1.81010], [2.28990, -0.52227, 2.37204], [3.83741, -1.40584, -0.80156], [5.06952, -0.04635, -0.48003], [2.81513, -0.14042, -2.53972], [4.21804, 1.04629, -2.46397], [1.97767, 2.17429, -3.24642], [1.04538, 3.07692, -1.90986], [0.21379, 0.66573, -3.43283], [0.67477, 0.03210, -1.77264], [-1.75058, 1.64136, 0.14271], [-0.32275, 0.47622, 0.06858], [-3.45004, 0.05355, 1.23240], [-4.90576, -2.26844, 0.79142], [-3.80906, -3.40807, -1.74121], [-0.44242, -3.15096, -1.78054], [3.29795, 6.67440, -0.68682], [2.23181, 5.79287, -1.30520], [2.76410, 4.50332, -1.58975], [4.15198, 6.77411, -1.36115], [2.90317, 7.66935, -0.46870], [3.67414, 6.23340, 0.24136], [1.87442, 6.22561, -2.24250], [1.37783, 5.67931, -0.62895], [3.07030, 4.12270, -0.75443], [0.19435, -3.21236, 4.46201], [-1.23411, -2.71782, 4.35185], [-1.68144, -2.80998, 3.00177], [0.85472, -2.62538, 3.81762], [0.55317, -3.14267, 5.49154], [0.27007, -4.25297, 4.13274], [-1.30146, -1.67216, 4.66067], [-1.90360, -3.30849, 4.98479], [-1.62719, -3.73917, 2.73930], [-3.57303, 0.48203, 4.46843], [-4.67093, -0.55040, 4.62991], [-5.61174, -0.43206, 3.56727], [-3.99298, 1.49140, 4.46270], [-2.84509, 0.40741, 5.27972], [-3.05189, 0.34737, 3.51372], [-5.20170, -0.39963, 5.57172], [-4.25941, -1.56425, 4.62408], [-5.13560, -0.57544, 2.73959], [-0.59215, -4.45373, -6.56755], [-1.65210, -5.33762, -7.19509], [-1.11587, -6.62416, -7.47356], [0.26429, -4.35442, -7.23940], [-0.99182, -3.45824, -6.35516], [-0.21671, -4.88752, -5.63619], [-2.00209, -4.90649, -8.13535], [-2.51181, -5.45242, -6.52649], [-0.81650, -7.00353, -6.63621], [4.40531, 7.83430, -4.52457], [3.86105, 9.14481, -3.99076], [4.37419, 9.39545, -2.68794], [4.13526, 7.00787, -3.86131], [4.01405, 7.62705, -5.52364], [5.49794, 7.86022, -4.57317], [2.77152, 9.10703, -3.92340], [4.13803, 9.97805, -4.64411], [5.33777, 9.43652, -2.75688], [-2.10486, -3.80721, 8.48654], [-3.09365, -2.74137, 8.05755], [-4.02861, -3.28275, 7.13126], [-1.57019, -4.20591, 7.61990], [-1.37736, -3.40269, 9.19433], [-2.62246, -4.64842, 8.95652], [-2.57485, -1.91293, 7.56925], [-3.64074, -2.34643, 8.91907], [-4.48993, -4.00889, 7.57290]],
  "e_tot_ev": -55475.3343,
  "e_homo_ev": -11.54,
  "total_charge": 1,
  "gap_ev": 7.56
}